Below is a structure of composition C45H61Cl2HgN3O3S3, with properties calculated with ωB97M-V/def2-TZVPD.

Each line ends with the Mulliken charge.
CARTESIAN COORDINATES (ANGSTROEM)
Hg -1.14 -0.26 1.20  1.70
C 1.98 -1.18 -5.91  -1.75
C 1.54 -2.31 -4.96  2.04
C 0.77 -3.37 -5.77  -1.70
C 2.79 -2.96 -4.38  -2.13
C 0.64 -1.73 -3.88  -1.20
C 1.00 -1.70 -2.56  0.12
C 0.15 -1.14 -1.56  -0.82
N 0.43 -1.09 -0.27  -0.61
C 1.55 -1.51 0.41  -0.15
C 2.86 -1.46 -0.07  -0.60
C 3.94 -1.85 0.72  -0.70
C 3.66 -2.29 2.01  -0.36
C 2.38 -2.31 2.56  0.06
C 1.28 -1.90 1.77  0.94
O 0.06 -1.87 2.23  -1.22
C 2.14 -2.71 4.02  2.36
C 1.55 -1.51 4.79  -1.38
C 1.17 -3.90 4.11  -1.76
C 3.43 -3.13 4.72  -2.31
C 5.35 -1.81 0.14  2.59
C 6.41 -2.18 1.18  -2.37
C 5.68 -0.41 -0.39  -1.56
C 5.46 -2.82 -1.02  -1.33
C -1.20 -0.67 -1.94  0.74
O -2.05 -0.36 -1.05  -0.54
C -1.52 -0.66 -3.34  -0.60
C -0.61 -1.17 -4.24  -0.07
C -2.89 -0.15 -3.81  2.65
C -4.00 -1.03 -3.21  -1.73
C -3.02 -0.19 -5.33  -2.49
C -3.09 1.30 -3.38  -1.28
H 2.63 -1.58 -6.70  0.47
H 2.53 -0.42 -5.36  0.33
H 1.12 -0.71 -6.39  0.32
H 1.41 -3.78 -6.56  0.44
H -0.12 -2.96 -6.23  0.30
H 0.47 -4.19 -5.11  0.38
H 3.37 -3.41 -5.19  0.49
H 2.54 -3.75 -3.67  0.43
H 3.43 -2.23 -3.88  0.26
H 1.92 -2.15 -2.23  1.12
H 3.03 -1.05 -1.06  0.73
H 4.48 -2.62 2.63  0.52
H 0.59 -1.22 4.38  0.12
H 2.23 -0.66 4.73  0.18
H 1.42 -1.77 5.85  0.50
H 0.20 -3.63 3.67  0.30
H 1.01 -4.19 5.15  0.45
H 1.57 -4.76 3.57  0.35
H 4.17 -2.32 4.73  0.41
H 3.89 -4.00 4.24  0.42
H 3.21 -3.39 5.76  0.44
H 6.38 -1.50 2.04  0.43
H 7.41 -2.10 0.73  0.44
H 6.29 -3.20 1.54  0.39
H 5.63 0.32 0.42  0.20
H 4.99 -0.10 -1.17  0.26
H 6.69 -0.39 -0.81  0.49
H 5.28 -3.83 -0.66  0.32
H 6.45 -2.78 -1.49  0.48
H 4.71 -2.60 -1.79  0.00
H -0.87 -1.15 -5.29  0.38
H -3.87 -2.07 -3.51  0.33
H -4.98 -0.69 -3.57  0.44
H -3.98 -0.98 -2.12  0.24
H -2.99 -1.22 -5.72  0.39
H -2.24 0.39 -5.82  0.42
H -3.99 0.24 -5.62  0.48
H -3.00 1.40 -2.29  0.05
H -4.08 1.64 -3.69  0.50
H -2.34 1.95 -3.84  0.24
Cl 1.60 1.40 2.54  -0.11
C 1.77 2.09 0.96  -0.03
C 3.06 2.22 0.47  -0.66
C 3.28 2.81 -0.76  -0.42
C 2.20 3.29 -1.49  -0.78
C 0.92 3.14 -0.99  0.52
Cl -0.38 3.76 -1.97  -0.23
C 0.63 2.52 0.25  -0.66
S -1.00 2.31 0.83  -0.02
H 3.88 1.85 1.07  0.39
H 4.28 2.89 -1.15  0.40
H 2.34 3.77 -2.44  0.43
C -2.46 6.60 2.66  -1.50
C -2.55 5.20 3.22  1.06
C -1.40 4.46 3.47  -0.60
C -1.47 3.15 3.90  -0.49
C -2.72 2.57 4.10  0.64
C -3.88 3.28 3.85  -0.62
C -3.79 4.60 3.42  -0.70
S -2.80 0.85 4.58  0.24
C -2.38 1.08 6.31  -1.10
O -1.62 0.16 3.98  -0.27
H -1.55 7.10 3.00  0.38
H -3.32 7.21 2.97  0.40
H -2.44 6.57 1.57  0.26
H -0.43 4.91 3.28  0.33
H -0.58 2.55 4.04  0.18
H -4.85 2.80 3.97  0.37
H -4.70 5.16 3.22  0.34
H -1.41 1.58 6.36  0.27
H -2.33 0.09 6.77  0.40
H -3.16 1.68 6.78  0.38
C -4.72 3.14 -0.65  -1.15
N -4.19 2.07 0.17  1.01
C -4.83 0.95 0.50  0.92
S -4.14 -0.19 1.54  -0.58
N -6.07 0.81 -0.03  -0.32
C -6.87 -0.40 0.03  -0.95
H -4.04 3.99 -0.55  0.15
H -5.70 3.45 -0.29  0.52
H -4.78 2.88 -1.71  0.32
H -3.19 2.10 0.37  -0.86
H -6.32 1.47 -0.74  0.20
H -6.35 -1.12 0.66  0.35
H -6.99 -0.83 -0.97  0.28
H -7.85 -0.19 0.45  0.31

Energy = -4409.808391 Ha
Gap between HOMO and LUMO (spin up / spin down) = 0.2004 / 0.2254 Ha
Net charge = -1
Energy above the lowest of the compared OMol25 structures with the same formula, charge and spin = 10.82 kcal/mol
<S²> = 0.780
Multiplicity = 2
LUMO (spin up / spin down) = 2.2 / 2.2 eV
HOMO energy (spin up / spin down) = -3.2 / -3.9 eV